# 1
The following is a DFT calculation (ωB97M-V/def2-TZVPD) of a structure of composition C2HFFeO2 at a distorted geometry.

Last column: Löwdin spin population.
Cartesian coordinates (Å):
C 0.47899 -0.38565 0.48739  0.311
C 0.81304 0.77035 -0.10777  0.184
O 1.46735 1.79171 0.02766  0.240
H -1.14290 -0.41015 -0.79046  0.003
O -0.68777 -1.08644 -0.08017  0.170
F -0.60348 0.90724 -1.31637  0.006
Fe -0.32523 -1.58706 1.77970  3.086

Forces on the atoms, in the same order (eV/Å):
-2.36 -2.96 -0.13
1.42 5.66 -0.17
-2.41 -3.99 -1.13
1.55 -0.53 1.21
0.54 1.83 -0.92
0.88 0.05 0.55
0.37 -0.05 0.60

Results
Spin multiplicity: 5
Lowest unoccupied orbital energy (spin up / spin down): -0.06202 / -0.05960 Eh
Energy above the lowest of the compared OMol25 structures with the same formula, charge and spin: 0.0000 eV

# 2
The following is a DFT calculation (ωB97M-V/def2-TZVPD) of a structure of composition C2HFIN at a distorted geometry.

Last column: Mulliken charge in e.
Cartesian coordinates (Å):
C 0.18607 -0.18066 -0.83015  -0.520
I -1.57757 0.44139 -0.07154  0.714
C 0.96620 -0.94820 0.03612  0.254
F -1.82017 1.84428 1.65199  -0.571
H 0.67708 0.37493 -1.61206  0.395
N 1.56838 -1.53174 0.82564  -0.273

Forces on the atoms, in the same order (eV/Å):
-1.70 0.83 0.54
1.06 0.64 0.92
0.29 -0.33 0.36
0.26 -1.14 -1.72
-0.07 0.21 -0.07
0.15 -0.21 -0.04

Results
Lowest unoccupied orbital energy (spin up / spin down): -0.10872 / -0.10873 Eh
Energy above the lowest of the compared OMol25 structures with the same formula, charge and spin: 2.6907 eV

# 3
The following is a DFT calculation (ωB97M-V/def2-TZVPD) of a cluster of 2 separate species, C2HFIN3 in total at a distorted geometry.

Last column: Mulliken charge in e.
Cartesian coordinates (Å):
C 0.06895 -0.44911 1.33529  -0.172
N 1.23658 1.44573 0.53709  -0.866
I 0.29385 -2.33136 2.10988  0.166
H 1.33872 1.58922 -0.46501  0.319
N -0.36228 0.45314 -1.87297  -0.355
C -1.21417 -0.18861 -1.47723  0.518
F -2.16862 -0.88704 -1.04701  -0.166
N 0.80696 0.36803 0.87995  0.557

Forces on the atoms, in the same order (eV/Å):
-0.26 -0.98 0.33
1.18 1.43 0.29
0.18 0.24 -0.13
-0.12 -0.61 -0.19
0.97 0.72 -0.58
-0.83 -0.54 0.44
-0.17 -0.16 0.05
-0.93 -0.09 -0.22

Results
Lowest unoccupied orbital energy: -0.01675 Eh
Energy above the lowest of the compared OMol25 structures with the same formula, charge and spin: 0.0000 eV

# 4
The following is a DFT calculation (ωB97M-V/def2-TZVPD) of a cluster of 2 separate species, C2HFN2O2 in total at a distorted geometry.

Last column: Mulliken charge in e.
Cartesian coordinates (Å):
F 0.72749 -1.10484 -1.09170  -0.141
N -0.46653 -0.40115 -1.26332  -0.316
H -0.60737 -0.23649 0.38677  0.298
C -0.20359 2.25307 -1.65267  0.329
O 1.78480 1.41062 -3.05576  -0.459
O -0.89540 3.11485 -1.22515  -0.452
C 0.84957 1.58645 -2.37640  0.425
N 0.02070 0.84859 -1.61740  0.316

Forces on the atoms, in the same order (eV/Å):
0.32 -0.80 -0.68
0.49 0.54 5.06
-0.29 -0.13 -4.26
-0.88 0.46 0.78
1.35 0.44 -1.15
0.22 -0.44 -0.21
1.33 -0.31 -0.94
-2.54 0.24 1.40

Results
Lowest unoccupied orbital energy (spin up / spin down): -0.06881 / -0.06854 Eh
Energy above the lowest of the compared OMol25 structures with the same formula, charge and spin: 7.6881 eV